Below is a 2-piece molecular cluster, C3H2ClNO2 overall in a non-equilibrium geometry, with properties calculated with wB97M-V/def2-TZVPD.

Structure (XYZ):
```
9
Properties=species:S:1:pos:R:3:forces:R:3
O 1.2468 -1.2266 0.5675 -0.20 0.09 -0.27
C 0.7635 -1.3323 -0.4874 1.71 -0.16 2.73
C 0.3159 -1.4493 -1.6710 -2.12 -0.05 -2.87
Cl 0.1427 -3.0985 -2.3135 0.10 1.06 0.21
H -0.2410 -0.5670 -2.0827 0.75 -1.30 -0.01
N -1.1529 0.7216 1.1641 1.91 -1.56 2.17
C -0.8269 0.8852 0.0142 -2.59 1.99 -0.70
O -0.9720 1.3005 -1.0587 1.26 -0.31 -1.35
H -0.4113 0.2822 1.7325 -0.81 0.24 0.10
```
Positions in Å, forces in eV/Å.

- HOMO (Ha) = -0.355
- frontier orbital gap (eV) = 9.2
- molecular weight (g/mol) = 119.5
- energy above the lowest of the compared OMol25 structures with the same formula, charge and spin (kcal per mole) = 42.17

These are the Mulliken partial charges, in e, on atoms 1 to 8:
1 O -0.379
2 C 0.609
3 C -0.442
4 Cl -0.165
5 H 0.377
6 N -0.459
7 C 0.531
8 O -0.392

***

Below is a 2-piece molecular cluster, C3H2ClNO2 overall in a non-equilibrium geometry, with properties calculated with wB97M-V/def2-TZVPD.

Structure (XYZ):
```
9
Properties=species:S:1:pos:R:3:forces:R:3
O -2.2558 -0.6661 -1.1161 0.15 -0.41 -0.08
N -1.8410 -1.7568 -0.7862 0.66 -1.08 1.64
C -1.3907 -2.6887 -0.2145 -1.24 2.43 -1.73
Cl -1.0503 -4.2635 -0.0954 0.31 -0.88 0.20
C 0.9511 -0.3602 -0.2645 -1.66 2.45 0.36
C 0.2166 0.5893 -0.2931 0.96 0.38 0.31
O -0.5620 1.6503 -0.2381 2.63 0.11 0.26
H 1.3776 -1.2191 -0.5525 1.61 -2.45 -0.56
H -1.3577 1.2016 -0.3480 -3.43 -0.55 -0.40
```
Positions in Å, forces in eV/Å.

- HOMO (Ha) = -0.350
- frontier orbital gap (eV) = 9.4
- molecular weight (g/mol) = 119.5
- energy above the lowest of the compared OMol25 structures with the same formula, charge and spin (kcal per mole) = 145.76

These are the Mulliken partial charges, in e, on atoms 1 to 8:
1 O -0.637
2 N 0.463
3 C 0.233
4 Cl -0.074
5 C -0.626
6 C 0.300
7 O -0.472
8 H 0.429

***

Below is C3H2CoO2 as an isolated structure in a non-equilibrium geometry, with properties calculated with wB97M-V/def2-TZVPD.

Structure (XYZ):
```
8
Properties=species:S:1:pos:R:3:forces:R:3
O 0.2212 1.0777 -0.4921 0.44 1.30 0.07
O 0.5005 -0.8259 0.3933 -1.02 -1.13 0.67
C -1.0393 0.6245 -0.2272 0.06 -1.79 -2.71
C -0.8786 -0.6116 0.3289 2.00 0.11 4.00
C 1.1176 0.2461 0.0115 -0.96 0.64 -1.33
H -1.4705 -1.0889 1.1067 -0.71 -1.27 -0.62
Co 3.2243 0.5543 -0.0426 0.34 0.08 0.03
H -1.6752 0.0238 -1.0786 -0.15 2.06 -0.11
```
Positions in Å, forces in eV/Å.

- ⟨S²⟩ = 6.013
- HOMO (alpha / beta) (Ha) = -1.031 / -1.071
- total charge = +3
- frontier orbital gap (alpha / beta) (eV) = 11.3 / 9.8
- molecular weight (g/mol) = 129.0
- multiplicity = 5
- energy above the lowest of the compared OMol25 structures with the same formula, charge and spin (kcal per mole) = 30.23

Here is what Mulliken gives for the atomic charges, in e:
1 O -0.087
2 O -0.054
3 C 0.345
4 C 0.007
5 C 0.768
6 H 0.471
7 Co 1.138
8 H 0.412

***

Below is the molecule C3H2F2 in a non-equilibrium geometry, with properties calculated with wB97M-V/def2-TZVPD.

Structure (XYZ):
```
7
Properties=species:S:1:pos:R:3:forces:R:3
C 0.5460 0.9166 0.7214 3.30 -0.48 -1.46
C 1.6418 0.4070 0.1926 -1.91 0.60 -0.70
C 1.4029 -0.9191 -0.3746 -0.61 1.73 -0.66
F 2.6218 1.2019 -0.3561 0.03 -0.84 0.44
F 1.0164 -1.9061 0.3846 0.15 -0.95 1.10
H -0.3058 0.8597 1.2925 -1.56 -0.48 0.95
H 1.0317 -1.0977 -1.3981 0.60 0.41 0.32
```
Positions in Å, forces in eV/Å.

- HOMO (alpha / beta) (Ha) = -0.318 / -0.340
- frontier orbital gap (alpha / beta) (eV) = 8.1 / 9.0
- molecular weight (g/mol) = 76.0
- energy above the lowest of the compared OMol25 structures with the same formula, charge and spin (kcal per mole) = 70.96

Here is what Mulliken gives for the atomic charges, in e:
1 C -0.481
2 C 0.272
3 C -0.045
4 F -0.219
5 F -0.175
6 H 0.379
7 H 0.269

***

Below is the molecule C3H2F2 in a non-equilibrium geometry, with properties calculated with wB97M-V/def2-TZVPD.

Structure (XYZ):
```
7
Properties=species:S:1:pos:R:3:forces:R:3
C -0.0132 0.6311 -1.3255 0.38 -1.79 -4.11
C -0.3231 0.6561 -0.0850 1.43 -2.14 2.58
C -0.1036 -0.5525 0.8516 -1.50 1.40 -0.85
F 0.0552 -1.7611 0.3825 0.21 -0.40 -0.61
F 0.6103 -0.4197 1.9482 0.34 0.46 0.08
H 0.0948 -0.1254 -2.2031 -0.29 1.43 1.99
H -0.3204 1.5715 0.4313 -0.57 1.05 0.91
```
Positions in Å, forces in eV/Å.

- HOMO (alpha / beta) (Ha) = -0.340 / -0.296
- frontier orbital gap (alpha / beta) (eV) = 9.3 / 7.5
- molecular weight (g/mol) = 76.0
- energy above the lowest of the compared OMol25 structures with the same formula, charge and spin (kcal per mole) = 67.95

Here is what Mulliken gives for the atomic charges, in e:
1 C -0.388
2 C -0.155
3 C 0.358
4 F -0.198
5 F -0.197
6 H 0.264
7 H 0.315

***

Below is a 2-piece molecular cluster, C3H2F6O2S overall in a non-equilibrium geometry, with properties calculated with wB97M-V/def2-TZVPD.

Structure (XYZ):
```
14
Properties=species:S:1:pos:R:3:forces:R:3
C 0.1647 -0.2756 -0.0885 -0.34 -4.34 0.12
C -1.2307 -0.7123 0.3533 0.14 -0.17 -0.22
C 0.3673 -0.1288 -1.5560 1.64 2.36 -0.84
O 0.8912 1.6912 0.9920 6.66 5.03 0.87
O 0.9389 -1.3982 2.0979 1.41 0.85 -0.94
F -1.6355 -1.9732 0.1812 0.52 -0.57 -1.11
F -2.1285 0.0555 -0.3101 0.02 -0.02 0.57
F -1.3337 -0.5706 1.6567 -0.72 1.40 1.08
F -0.4804 0.7478 -2.1630 0.07 -1.05 0.43
F 1.5792 0.5132 -1.6149 0.33 -0.43 -0.52
F 0.4752 -1.2137 -2.3604 -0.54 0.51 1.10
S 1.4845 -0.6612 0.9350 -2.71 -1.25 -0.53
H 0.7762 2.6433 0.9292 -0.05 0.20 0.26
H 0.1317 1.2826 0.9477 -6.42 -2.52 -0.27
```
Positions in Å, forces in eV/Å.

- HOMO (alpha / beta) (Ha) = -0.380 / -0.380
- frontier orbital gap (alpha / beta) (eV) = 8.3 / 8.3
- molecular weight (g/mol) = 216.1
- energy above the lowest of the compared OMol25 structures with the same formula, charge and spin (kcal per mole) = 1.81

These are the Mulliken partial charges, in e, on atoms 1 to 8:
1 C -0.281
2 C 0.748
3 C 0.840
4 O -0.526
5 O -0.459
6 F -0.277
7 F -0.233
8 F -0.238

***

Below is C3H2FHgO2 as an isolated structure in a non-equilibrium geometry, with properties calculated with wB97M-V/def2-TZVPD.

Structure (XYZ):
```
9
Properties=species:S:1:pos:R:3:forces:R:3
C 1.4937 0.3411 0.0482 -2.69 2.15 1.67
C -1.4556 0.1904 0.0873 -0.45 -1.36 -0.80
O 0.8705 1.1967 0.6708 1.29 -0.75 -0.51
O 0.6615 -0.6374 -0.5673 -0.65 -2.02 -1.45
C -0.6132 -0.8460 -0.0854 0.38 1.45 1.41
H -2.2158 0.2458 0.8657 -0.12 -0.13 -0.46
F -1.6141 1.1209 -0.8898 0.47 0.57 0.66
H -0.7334 -1.7161 0.5639 0.16 0.23 0.00
Hg 3.6064 0.1046 -0.6934 1.61 -0.14 -0.52
```
Positions in Å, forces in eV/Å.

- HOMO (Ha) = -0.082
- total charge = -1
- frontier orbital gap (eV) = 6.2
- molecular weight (g/mol) = 289.6
- energy above the lowest of the compared OMol25 structures with the same formula, charge and spin (kcal per mole) = 0.00

These are the Mulliken partial charges, in e, on atoms 1 to 8:
1 C 0.108
2 C -0.086
3 O -0.551
4 O -0.341
5 C -0.195
6 H 0.278
7 F -0.242
8 H 0.270

***

Below is C3H2FLiO3 as an isolated structure in a non-equilibrium geometry, with properties calculated with wB97M-V/def2-TZVPD.

Structure (XYZ):
```
10
Properties=species:S:1:pos:R:3:forces:R:3
O -1.3674 -0.3339 1.6475 0.33 0.69 -0.63
C -0.3297 0.3712 1.5423 0.32 -0.55 -0.05
C 0.1159 0.9903 0.3512 0.29 -0.14 -0.02
H 0.3991 0.4218 2.3762 -0.27 -0.13 -0.16
H 0.8830 1.7648 0.3387 -0.35 -0.16 0.05
F -0.9266 1.2629 -0.5422 -0.43 -0.04 -0.16
Li -1.8505 -0.5778 -0.2685 0.49 0.14 0.33
O 2.0469 -0.7989 -0.5213 -0.67 0.61 -0.65
O -0.1452 -1.2198 -1.0248 -0.78 0.16 -0.67
C 0.8785 -0.6866 -0.6955 1.07 -0.58 1.96
```
Positions in Å, forces in eV/Å.

- HOMO (Ha) = -0.320
- frontier orbital gap (eV) = 8.5
- molecular weight (g/mol) = 112.0
- energy above the lowest of the compared OMol25 structures with the same formula, charge and spin (kcal per mole) = 0.00

These are the Mulliken partial charges, in e, on atoms 1 to 8:
1 O -0.733
2 C 0.334
3 C -0.618
4 H 0.339
5 H 0.376
6 F -0.321
7 Li 0.889
8 O -0.449